[1]
{"formula": "C31H28N5O6S2Sr", "method": "ωB97M-V/def2-TZVPD", "symbols": ["H", "C", "C", "H", "H", "C", "H", "C", "C", "C", "S", "H", "C", "H", "S", "C", "C", "H", "C", "H", "N", "O", "N", "O", "H", "C", "C", "C", "C", "C", "N", "H", "C", "H", "H", "C", "H", "C", "O", "H", "H", "H", "H", "H", "C", "C", "C", "C", "Sr", "C", "C", "H", "H", "H", "H", "H", "H", "C", "O", "C", "N", "H", "H", "N", "C", "C", "H", "C", "H", "C", "C", "O", "O"], "positions_angstrom": [[3.9460, -4.6540, -1.0533], [-3.1546, 1.1674, -0.2420], [2.1427, 4.4518, -0.3051], [-1.9962, -0.2014, 4.0529], [-0.9510, 5.5378, 0.4769], [2.9822, 0.8190, 3.6542], [-5.1035, 3.9175, -0.1894], [1.8735, -4.1519, -0.7740], [-2.1846, -1.2909, 2.2100], [3.2319, -3.8638, -0.8519], [4.4836, 0.3220, -0.1901], [6.9407, 0.7106, -6.2479], [-4.3213, 1.9166, -0.1967], [1.4891, -5.1533, -0.9062], [0.2624, 1.1765, 3.6907], [4.3946, 0.8329, 5.6126], [1.1515, 5.3183, 0.1174], [5.7087, 0.7656, 7.3191], [5.9462, -0.0956, -4.5165], [3.1902, 4.7174, -0.2866], [1.4444, -1.8546, -0.3260], [-1.6581, -1.1277, 1.0536], [-0.0627, -0.2529, 3.1929], [0.5315, 2.0170, 2.4951], [-1.2300, -1.7754, 4.0384], [-0.1675, 4.8922, 0.1072], [6.8029, -0.3394, -3.4468], [5.7591, 0.6992, 6.2320], [6.3625, -0.2245, -2.1373], [-1.3627, -0.8589, 3.4532], [0.5054, 2.7667, -0.7320], [6.4335, 1.4811, 5.8769], [3.6933, -2.5782, -0.6551], [2.8857, 0.7193, 2.5806], [6.2118, -0.2595, 5.9720], [1.8711, 1.0759, 4.4499], [7.0225, -0.4333, -1.3053], [6.4339, -0.2054, -5.9351], [-0.6444, 1.7595, 4.6572], [1.3983, 6.3091, 0.4770], [-5.2770, 1.4168, -0.1265], [3.1532, 0.6482, -2.7263], [-0.0515, -3.2473, -0.3799], [5.0850, 0.4860, 3.5990], [1.0178, -3.1032, -0.4918], [4.1836, 0.3854, -2.9330], [3.2745, 1.0986, 6.3896], [2.7552, -1.5610, -0.3953], [0.2552, 0.2825, 0.7355], [4.2306, 0.6941, 4.2334], [2.0135, 1.2184, 5.8159], [7.1431, -1.0261, -6.0476], [2.5203, 2.4631, -1.0138], [1.1414, 1.4260, 6.4221], [4.7513, -2.3691, -0.6699], [3.9421, 0.4445, -5.0574], [7.8286, -0.6342, -3.6392], [-0.4530, 3.6030, -0.3240], [5.4154, -0.4439, 0.6127], [1.7679, 3.1825, -0.7203], [2.9955, -0.2214, -0.1809], [-3.1655, 0.0850, -0.1753], [-2.8561, 4.9522, -0.2942], [-1.9472, 1.7237, -0.3188], [-2.9615, 3.8771, -0.2763], [5.0517, 0.1427, -1.8805], [5.6057, -0.3752, -6.6231], [-1.8406, 3.0541, -0.3109], [3.3859, 1.2129, 7.4624], [4.6306, 0.2653, -4.2396], [-4.2174, 3.2963, -0.2223], [4.4360, 1.7456, 0.0628], [-3.2931, -1.7727, 2.4419]], "forces_ev_per_angstrom": [[-0.0072, -0.0078, -0.0021], [-0.0130, -0.0067, -0.0325], [0.0036, -0.0046, -0.0037], [-0.0561, -0.0327, -0.0340], [-0.0058, -0.0036, -0.0003], [0.0502, -0.0226, 0.0114], [-0.0013, 0.0074, -0.0007], [-0.1475, 0.0061, 0.0269], [0.0328, 0.0359, 0.1957], [0.0706, 0.0719, 0.0049], [0.0484, 0.1267, -0.0063], [-0.0023, 0.0062, 0.0106], [0.0147, 0.0012, -0.0200], [0.0258, -0.0087, -0.0035], [-0.0460, -0.0169, -0.0995], [-0.0442, 0.0078, -0.0180], [0.0050, -0.0217, -0.0093], [-0.0075, 0.0040, 0.0003], [-0.0142, 0.0118, 0.0419], [-0.0026, 0.0148, 0.0078], [-0.2189, 0.0169, 0.0501], [0.1057, 0.0815, 0.0407], [-0.0780, 0.1002, -0.1139], [0.0428, 0.2288, 0.1467], [-0.0401, 0.0119, -0.0028], [0.0071, -0.0248, -0.0011], [0.0001, 0.0021, -0.0178], [0.0350, -0.0278, 0.0112], [0.0416, -0.0281, 0.0543], [-0.0130, -0.2308, 0.2743], [0.0383, -0.1913, 0.1084], [-0.0104, 0.0085, -0.0094], [-0.0444, -0.1615, -0.0543], [-0.0131, 0.0193, -0.0201], [0.0044, 0.0029, 0.0025], [-0.0529, -0.0446, -0.0965], [-0.0077, 0.0068, 0.0015], [0.0090, -0.0118, -0.0382], [0.0584, 0.0002, -0.0057], [0.0048, 0.0015, 0.0007], [-0.0097, 0.0145, 0.0033], [0.0027, -0.0075, 0.0078], [-0.0011, -0.0148, -0.0063], [0.0046, 0.0030, -0.0066], [0.1734, -0.0651, -0.0602], [-0.0754, 0.0266, -0.0272], [0.0329, -0.0054, 0.0021], [-0.1035, 0.1327, 0.1067], [0.1661, -0.0019, -0.7728], [0.0002, 0.0028, 0.0291], [-0.0296, 0.0074, 0.0653], [0.0023, -0.0005, 0.0060], [0.0173, 0.0016, 0.0133], [-0.0099, 0.0037, -0.0197], [-0.0122, 0.0403, 0.0037], [0.0009, 0.0008, -0.0073], [0.0006, -0.0015, -0.0167], [0.0156, 0.0392, -0.0063], [-0.0462, -0.0021, -0.0203], [-0.0038, 0.0566, 0.0220], [0.1267, 0.0057, 0.0585], [-0.0131, -0.0001, 0.0134], [-0.0012, 0.0044, -0.0067], [0.1171, -0.1055, 0.3505], [0.0340, 0.0104, -0.0219], [-0.0304, -0.0191, 0.0670], [0.0002, 0.0005, -0.0030], [-0.0665, 0.0181, -0.0765], [-0.0019, 0.0006, 0.0023], [0.0206, -0.0035, 0.0107], [-0.0074, -0.0398, 0.0033], [-0.0554, -0.0403, -0.0282], [-0.0202, 0.0098, -0.0859]], "mulliken_charge": [0.39, -0.35, -0.77, 0.40, 0.28, -0.03, 0.40, -0.77, 0.40, -0.48, 1.29, 0.29, -0.86, 0.38, 1.73, 0.89, -0.58, 0.36, 1.04, 0.47, 0.09, -0.69, -0.69, -0.71, 0.32, -0.74, -0.76, -1.35, -0.38, -0.69, -0.28, 0.30, -0.61, 0.24, 0.32, -0.37, 0.47, -1.48, -0.81, 0.39, 0.41, 0.36, 0.47, 0.53, -0.54, -0.42, -0.72, 0.38, 1.84, -0.75, -0.58, 0.37, 0.28, 0.45, 0.36, 0.33, 0.34, 1.01, -0.73, 0.38, 0.04, 0.53, 0.31, 0.08, -0.58, -0.06, 0.35, 0.02, 0.29, -0.94, -0.36, -0.71, -0.78], "lumo_energy_ev": 2.242, "relative_energy_kj_mol": 0.0, "fmax_ha_per_bohr": 0.015, "multiplicity": 1, "gap_ev": 7.3958, "total_charge": -1, "homo_energy_ev": -5.154}

---

[2]
{"formula": "C31H29AsN2O9STc", "method": "ωB97M-V/def2-TZVPD", "symbols": ["O", "H", "H", "Tc", "H", "O", "H", "H", "C", "C", "H", "C", "H", "C", "S", "H", "C", "H", "H", "As", "C", "C", "H", "C", "C", "C", "C", "C", "H", "C", "O", "H", "H", "C", "H", "O", "N", "H", "O", "H", "C", "C", "C", "C", "H", "H", "C", "H", "H", "H", "C", "H", "N", "O", "O", "C", "C", "H", "H", "H", "C", "C", "H", "H", "O", "C", "C", "C", "O", "C", "C", "C", "H", "C"], "positions_angstrom": [[2.9439, 0.8213, 2.0340], [0.4682, -4.3433, 1.9284], [6.0698, -2.5441, 3.8815], [0.6930, 0.0168, -0.1758], [1.5037, 4.3528, -1.8549], [-0.0748, 3.0494, -3.3473], [4.1382, -0.9795, 3.7402], [-0.6363, 4.2744, -4.9259], [2.4860, 2.6492, -0.8903], [2.4696, 4.6579, 2.9525], [3.7327, 1.4114, -2.1491], [-0.3193, -4.1918, 2.6508], [4.6531, 2.4813, -1.0916], [-3.5382, 1.9528, -1.3324], [2.1742, -0.4375, 1.9189], [-3.1394, -3.5593, 5.2174], [-3.6406, 2.5529, -2.5576], [-0.6305, 2.5223, -5.2687], [4.4876, 3.9574, 3.1367], [2.7277, -2.5990, -0.8550], [-0.6387, -5.1581, 3.5939], [3.5924, 3.3086, 1.3095], [-2.5698, -1.8379, 3.5438], [4.3549, -1.6707, 2.9371], [1.3334, 4.6412, 2.1607], [2.4500, 3.8192, -1.8953], [1.3795, 1.6368, -1.1876], [-0.7670, -1.9037, 1.6378], [3.8620, 1.0241, -0.4384], [-2.0400, -2.7776, 3.5613], [2.2885, -4.0155, -1.5469], [2.4657, 5.1658, 3.9100], [0.4310, 5.1421, 2.4906], [5.6678, -3.4245, 1.9623], [-3.1230, 0.5789, 0.8991], [1.1798, -2.9010, 0.7290], [-1.1150, 0.1265, 0.7599], [-0.0780, -6.0852, 3.6014], [1.5068, -0.8191, 3.1741], [-1.8854, -5.7037, 5.2564], [1.3351, 3.9749, 0.9455], [-1.2415, 2.6628, -2.7398], [3.7539, -2.5393, 0.7840], [5.4241, -2.5461, 3.0093], [3.2530, 4.5239, -1.6616], [5.0266, -4.0814, 0.0224], [3.7671, 1.8431, -1.1476], [3.9655, -2.1135, -2.7250], [0.9096, 3.3989, -5.0535], [-2.5862, 3.3521, -4.2697], [-2.4964, 2.8901, -3.2969], [6.5026, -4.1154, 2.0093], [-1.4439, -0.8189, 1.7301], [4.2390, -2.1758, -1.8041], [0.0483, 2.0635, -0.7510], [-2.3502, -3.7452, 4.4981], [-1.1239, 2.0752, -1.4813], [-4.4276, 1.6584, -0.7900], [2.5908, 3.4516, -2.9153], [-4.6192, 2.7580, -2.9756], [-0.1259, 3.3250, -4.7213], [4.8400, -3.4090, 0.8518], [0.4392, 3.9732, 0.3459], [1.3681, 1.4061, -2.2626], [0.0236, -2.0711, 0.5531], [2.4626, 3.2844, 0.4992], [-1.6483, -4.9450, 4.5191], [-1.0220, -2.9890, 2.6256], [1.9102, -1.1501, -1.2431], [-2.2010, 0.8254, 0.3837], [3.5996, 3.9872, 2.5168], [3.5170, -1.6703, 1.8269], [4.4674, 2.7441, 1.0281], [-2.2722, 1.6329, -0.7703]], "forces_ev_per_angstrom": [[0.3057, -0.2832, 0.2412], [-0.0231, -0.0070, 0.0295], [-0.0232, 0.0056, 0.0010], [0.3263, -1.6434, 0.7797], [-0.0680, 0.0420, 0.0221], [-0.0835, -0.1043, 0.1104], [0.0106, 0.0446, 0.0355], [0.0146, -0.0481, -0.0186], [0.1600, -0.0720, -0.0814], [-0.0153, 0.0158, 0.0721], [-0.0302, -0.0444, -0.0235], [-0.0762, 0.0116, -0.0807], [-0.0235, 0.0118, -0.0085], [0.0800, -0.0077, -0.0149], [-0.5256, 1.2895, -0.6994], [-0.0017, -0.0149, 0.0118], [-0.0104, 0.0241, -0.0091], [0.0273, 0.0289, -0.0126], [0.0152, -0.0027, 0.0101], [-0.1445, 0.0843, 0.1053], [-0.0309, -0.0479, 0.0572], [0.0282, 0.0428, -0.0292], [-0.0169, 0.0551, -0.0201], [0.0015, 0.0035, 0.0529], [-0.0573, 0.0405, 0.0244], [0.0700, -0.0264, -0.0098], [-0.0823, 0.1158, -0.0975], [-0.2297, -0.0153, 0.3741], [0.0231, -0.0224, 0.0669], [0.1150, -0.0342, 0.0042], [0.0586, -0.0429, -0.0713], [0.0020, 0.0128, 0.0045], [-0.0191, 0.0150, 0.0090], [0.0006, -0.0699, -0.1075], [0.0281, 0.0184, -0.0074], [0.2149, -0.0307, 0.0326], [-0.1832, 0.1480, 0.2123], [-0.0134, -0.0193, 0.0227], [-0.2564, -0.2012, -0.1812], [-0.0007, -0.0092, 0.0064], [0.0848, -0.0275, -0.0494], [0.0518, 0.0669, 0.0925], [0.2390, -0.1364, -0.2723], [-0.0378, 0.0942, 0.0867], [0.0214, -0.0148, -0.0196], [-0.0144, 0.0298, -0.0015], [0.0139, 0.0892, 0.0194], [-0.0239, -0.0603, -0.0033], [-0.0400, 0.0148, -0.0093], [-0.0271, -0.0174, 0.0194], [0.0417, 0.0320, -0.1117], [-0.0069, 0.0029, -0.0120], [0.2329, -0.2002, -0.2936], [0.0668, 0.0474, 0.0299], [0.2645, 0.4286, 0.1833], [0.0133, -0.0409, 0.0020], [-0.0316, -0.1184, -0.0393], [-0.0416, -0.0165, 0.0283], [-0.0241, -0.0186, -0.0047], [-0.0107, 0.0022, -0.0157], [-0.0013, 0.0725, -0.0687], [0.0724, -0.1658, 0.0046], [-0.0620, 0.0267, -0.0319], [-0.0136, 0.0646, 0.1316], [-0.0741, 0.2997, -0.1870], [-0.0958, 0.0906, -0.0252], [0.0033, -0.0374, 0.0297], [0.0356, 0.1818, -0.0736], [-0.1943, 0.0680, -0.1345], [0.0602, -0.0390, -0.1497], [0.0633, 0.0046, 0.0060], [-0.1229, 0.0459, 0.0003], [0.0115, -0.0048, 0.0065], [-0.0212, -0.0274, 0.0496]], "lowdin_spin": [0.00, 0.00, 0.00, 0.16, 0.00, -0.01, 0.00, 0.00, 0.00, 0.00, 0.00, 0.01, 0.00, 0.06, 0.01, 0.00, 0.01, 0.00, 0.00, 0.00, 0.00, 0.00, 0.00, 0.00, 0.00, 0.00, 0.01, 0.04, 0.00, 0.01, 0.00, 0.00, 0.00, 0.00, 0.01, 0.00, 0.17, 0.00, -0.01, 0.00, 0.00, 0.01, 0.00, 0.00, 0.00, 0.00, 0.00, 0.00, 0.00, 0.01, 0.11, 0.00, -0.01, 0.00, 0.03, 0.00, 0.09, 0.00, 0.00, 0.00, 0.00, 0.00, 0.00, 0.00, 0.01, 0.00, 0.01, 0.00, 0.03, 0.17, 0.00, 0.01, 0.00, 0.07], "lumo_energy_ev": [4.187, 4.182], "relative_energy_kj_mol": 737.7, "fmax_ha_per_bohr": 0.036, "multiplicity": 2, "gap_ev": [4.6651, 5.6320], "total_charge": -2, "homo_energy_ev": [-0.478, -1.450]}

---

[3]
{"formula": "C31H29BClF5NO2", "method": "ωB97M-V/def2-TZVPD", "symbols": ["C", "C", "H", "H", "C", "H", "H", "C", "H", "F", "C", "H", "N", "H", "H", "H", "C", "H", "C", "C", "C", "H", "H", "C", "H", "C", "C", "C", "H", "F", "B", "C", "F", "C", "H", "C", "H", "O", "C", "C", "F", "C", "O", "H", "Cl", "C", "C", "C", "H", "C", "H", "H", "C", "C", "H", "H", "H", "C", "H", "F", "H", "H", "C", "H", "C", "C", "H", "C", "H", "C"], "positions_angstrom": [[-5.2168, -0.4104, -0.8188], [-6.4119, 0.2015, -0.4628], [-3.2900, -1.0763, -0.1198], [-5.7893, 0.7021, 2.8362], [0.1613, 2.2889, -6.1153], [-0.3138, 3.7003, -3.0757], [-7.1808, 0.3616, -1.2071], [2.0375, 0.8863, 7.5139], [6.1292, -0.3266, -6.7436], [3.0992, -1.8022, -3.7725], [-2.1876, 2.8719, 4.3291], [7.5028, -2.6338, -3.4105], [1.0261, -0.2951, 5.2861], [-0.4861, 0.7133, 2.8398], [2.9773, -2.2726, -1.6351], [0.6521, -0.7241, 4.4449], [-0.4120, 2.9949, -3.8903], [0.1378, -3.7101, 1.2383], [-6.6223, 0.6085, 0.8482], [-3.1663, 1.7940, 4.8289], [6.9603, -1.4674, -5.1275], [-2.1374, 2.8187, 3.2386], [0.9247, 4.0632, -5.1824], [1.9605, -2.3578, -1.2911], [-0.7564, 0.4527, -6.7755], [0.2850, 3.1971, -5.0732], [4.3716, -1.6926, -4.2183], [0.3743, -3.1715, 0.3290], [5.1651, -2.8204, -2.5863], [-2.1432, -0.0875, -4.6582], [-0.1026, 1.8123, 4.4276], [6.6944, -2.1709, -3.9607], [-1.9133, -2.6905, 0.0315], [-0.6375, -2.5828, -0.4016], [-1.7936, 1.7201, -2.8365], [5.3911, -2.2817, -3.4976], [-1.2004, -1.4406, -2.1153], [0.0047, 1.5119, 3.0828], [-0.6547, 1.1751, -5.9762], [5.9220, -0.8780, -5.8362], [2.9323, -1.1947, 8.1328], [1.7346, -1.0160, 6.1560], [-0.8836, 2.7803, 4.9427], [3.7921, -0.5494, -5.9258], [1.9406, -2.6880, 5.8219], [-5.6404, 0.3998, 1.8072], [0.9278, -1.7661, -2.0108], [-4.2292, -0.6115, 0.1347], [1.1394, -1.2156, -2.9145], [-1.2370, 1.8884, -3.7500], [7.9779, -1.3792, -5.4845], [-3.8254, 1.5562, 3.9894], [4.6160, -0.9944, -5.3831], [-0.3809, -1.8857, -1.5642], [2.4366, 1.3654, 8.4039], [-3.7816, 2.1668, 5.6509], [-2.6008, 3.8432, 4.6089], [0.7996, 1.0091, 5.5043], [-7.5518, 1.0878, 1.1248], [-3.4876, -0.4107, 2.3579], [1.0931, 2.6804, 6.8123], [0.7009, 2.4474, -7.0395], [1.2860, 1.6338, 6.6174], [-5.0535, -0.7317, -1.8390], [1.6825, -3.0605, -0.1249], [-4.4591, -0.2054, 1.4307], [2.4864, -3.5243, 0.4323], [-1.3470, 0.9900, -4.7953], [-2.6813, 0.8583, 5.1330], [2.2528, -0.4549, 7.2836]], "forces_ev_per_angstrom": [[-0.1306, 0.1117, 0.1394], [-0.0529, 0.0119, -0.0273], [-0.0251, -0.0286, 0.0114], [-0.0187, -0.0271, -0.0078], [-0.0383, 0.0124, 0.1467], [-0.0328, -0.0133, 0.0005], [0.0109, -0.0062, 0.0133], [0.0711, 0.6868, 0.4796], [-0.0285, -0.0151, -0.0016], [0.2505, 0.0404, -0.3500], [-1.0261, 0.4499, 0.0380], [-0.0255, 0.0006, 0.0157], [0.3187, 0.6485, 0.5500], [0.1263, 0.1933, -0.5202], [-0.0068, 0.0058, 0.0293], [0.2067, -0.1679, 0.0693], [0.0320, -0.0692, -0.1500], [-0.0424, -0.0490, -0.0535], [0.1048, -0.0730, -0.1372], [0.0399, 0.2076, -0.2366], [0.0824, 0.0029, -0.0171], [0.4276, 0.0992, 0.1710], [-0.0138, -0.0131, -0.0063], [-0.0927, -0.0373, 0.2369], [-0.0365, 0.0009, 0.0179], [0.0711, 0.0887, 0.0043], [0.3516, 0.0396, -0.1785], [-0.0397, -0.1100, 0.2879], [-0.0070, -0.0270, -0.0323], [-0.0326, -0.0652, 0.0516], [0.3919, 0.3204, -0.0968], [-0.0557, 0.1022, -0.1164], [0.0764, -0.1231, 0.0552], [0.3492, 0.0128, -0.1272], [-0.0171, -0.0304, -0.0261], [-0.0952, -0.1129, 0.2180], [-0.0009, -0.0239, -0.0045], [-0.5467, -0.6767, 0.7670], [-0.0442, -0.2184, -0.1973], [0.0437, -0.0886, 0.1289], [0.0538, -0.0673, -0.0086], [-0.0156, -2.2491, -0.7870], [-0.0494, -0.8584, -0.1184], [-0.0106, -0.0085, 0.0344], [-0.0629, 0.5063, 0.0485], [0.0382, 0.0804, 0.3060], [-0.0156, -0.1420, 0.2985], [0.2133, -0.0258, -0.1223], [-0.0594, 0.0005, 0.0020], [-0.1547, -0.1215, 0.2280], [-0.0186, -0.0025, 0.0003], [-0.0157, -0.0537, 0.2383], [-0.2055, 0.1230, -0.1240], [-0.2170, 0.1860, -0.1606], [0.0504, -0.2444, -0.0422], [0.1969, -0.1850, 0.0205], [0.2955, -0.0208, -0.1706], [-1.1218, 1.1252, -1.4499], [0.0140, -0.0160, 0.0283], [0.1147, 0.0472, 0.1540], [-0.0965, -0.0887, -0.1808], [-0.0138, -0.0286, 0.0008], [0.5172, -0.4238, 0.7299], [0.0292, 0.0051, 0.0156], [-0.1000, 0.1740, -0.1445], [-0.3427, 0.0536, -0.3654], [-0.0227, -0.0156, 0.0032], [0.2983, 0.4158, -0.0151], [0.0110, 0.1872, -0.0604], [0.1452, 0.5882, 0.4963]], "mulliken_charge": [-0.47, -0.54, 0.37, 0.43, -0.39, 0.37, 0.39, -0.24, 0.36, -0.16, -0.39, 0.36, 0.01, 0.30, 0.28, 0.19, -0.40, 0.50, -0.51, -0.56, -0.54, 0.34, 0.39, -0.22, 0.44, -0.50, 0.59, -0.58, 0.37, -0.33, 0.59, -0.46, -0.35, 0.26, 0.48, -0.40, 0.48, -0.46, -0.46, -0.40, -0.26, 0.34, -0.52, 0.46, -0.10, -0.42, -0.55, -0.14, 0.52, -0.29, 0.37, -0.03, -0.53, -0.28, 0.46, 0.37, 0.34, 0.23, 0.38, -0.26, 0.48, 0.39, -0.65, 0.44, -0.48, 0.35, 0.39, 0.32, 0.24, 0.29], "lumo_energy_ev": -4.665, "fmax_ha_per_bohr": 0.046, "multiplicity": 1, "gap_ev": 6.1466, "total_charge": 1, "homo_energy_ev": -10.811}